[1]
Computed, not measured: a molecular structure, C4H22AgCsO13P at a distorted geometry, with the ωB97M-V functional and the def2-TZVPD basis.

Structure (XYZ):
```
42
Properties=species:S:1:pos:R:3:mulliken_spin:R:1
Cs 2.29467 -2.03540 -2.12384 -0.005
Ag 2.34565 2.29116 -2.03533 -0.001
P 0.45503 0.63144 -0.52540 -0.046
O 0.18034 1.38430 -1.90297 0.484
O -2.31979 -2.14146 0.07201 0.000
O 0.76281 0.21775 -4.66522 0.000
O 0.41279 -2.88763 0.77620 -0.001
O -0.28403 1.36401 0.65394 0.186
O 1.89271 3.11450 1.32243 0.000
O 0.20743 -0.88601 -0.59468 -0.008
O -0.56112 0.09355 2.88400 0.007
O 0.17121 3.22194 -4.56860 -0.001
O -1.47018 -2.80072 -2.53012 0.000
O 2.00051 0.97065 -0.34470 0.378
O 4.80564 0.06508 -0.28117 0.000
O -1.48645 2.86948 2.36110 0.006
C -1.11805 1.03732 3.81747 0.001
C -0.64019 -3.81882 0.69758 0.000
C -2.01667 -3.14744 0.98998 0.000
C -2.20733 2.00476 3.19321 0.000
H 0.12149 -2.17542 0.20219 0.001
H -1.94471 -2.84214 -1.69986 0.000
H 2.05536 3.71669 0.59638 0.000
H 0.34793 2.28147 -4.54624 0.000
H -1.94893 -2.58801 1.92301 0.000
H -0.79702 -2.13504 -2.38885 0.000
H 1.31389 2.44647 0.95509 -0.004
H 1.01357 3.62928 -4.36674 0.000
H 3.97758 0.54430 -0.25098 -0.002
H -0.71161 -4.12737 -0.34540 0.000
H 0.40893 0.39624 -3.79393 0.001
H 1.71171 0.28080 -4.55639 -0.001
H -0.94003 2.32279 1.79176 0.001
H -1.53494 0.50291 4.67113 0.001
H 5.00398 -0.01277 -1.21435 0.000
H -2.03139 -1.36937 0.56424 -0.001
H -2.76245 -3.94090 1.03823 0.000
H -0.28109 1.63387 4.18042 0.000
H -2.73996 2.67613 3.86676 0.000
H -0.47586 0.56946 2.05464 0.003
H -0.35789 -4.61369 1.38794 0.000
H -2.85345 1.25601 2.73496 0.000
```

Values from the calculation:
- Energy relative to the best compared isomer or geometry (same formula, charge and spin): 1.423 eV
- 2S+1: 2
- Charge: 0
- Gap between HOMO and LUMO (alpha / beta): 5.498 / 4.278 eV
- ⟨S²⟩: 0.770
- E_LUMO (alpha / beta): -3.117 / -4.295 eV


[2]
Computed, not measured: a molecular structure, C4H22Ba2NO6 at a distorted geometry, with the ωB97M-V functional and the def2-TZVPD basis.

Structure (XYZ):
```
35
Properties=species:S:1:pos:R:3:lowdin_charge:R:1
Ba 2.32019 -1.73631 4.24212 1.751
Ba 2.03593 3.85510 1.90500 1.747
O 0.25684 -0.95539 -3.26810 -0.143
O -0.45921 3.67861 -1.93981 -0.160
O -0.88827 -4.05670 1.85736 -0.160
O 1.15136 1.99338 5.30433 -0.623
O 1.45252 -0.01291 0.72272 -0.610
O -2.34897 2.28252 2.59174 -0.132
N 5.23927 -0.19806 -0.91690 0.358
C -2.78920 1.23556 1.73684 -0.145
C -2.25765 -4.25757 1.52651 -0.144
C -1.66844 4.31172 -2.37638 -0.138
C 0.02141 -2.23493 -3.90272 -0.137
H 0.58229 -0.14168 1.14775 -0.166
H -3.75327 0.99968 2.18743 0.087
H 5.11719 -0.49933 -1.87316 0.170
H 4.30561 -0.31352 -0.54940 0.134
H 0.95284 -2.80038 -3.93106 0.068
H -0.37604 -4.45360 1.14906 0.068
H -2.12610 4.92336 -1.59886 0.079
H -1.54904 4.87258 -3.30336 0.086
H 0.53968 -1.11255 -2.36427 0.045
H -2.47254 -5.31647 1.38279 0.087
H -0.26105 -2.10356 -4.94726 0.085
H -1.75436 1.94838 3.26731 0.059
H -2.93306 -3.83279 2.26911 0.087
H 5.88019 -0.83559 -0.46647 0.160
H -0.75513 -2.82713 -3.41857 0.076
H -2.19853 0.32027 1.77500 0.065
H -0.43810 2.80449 -2.33612 0.068
H -2.91644 1.57041 0.70739 0.082
H 1.45006 2.41471 6.13365 -0.124
H -2.41318 3.53477 -2.54901 0.083
H 5.51484 0.75312 -0.71838 0.157
H -2.46166 -3.81015 0.55373 0.079
```

Values from the calculation:
- 2S+1: 1
- Charge: +3
- Gap between HOMO and LUMO: 5.276 eV
- E_LUMO: -10.155 eV


[3]
Computed, not measured: 7 unconnected molecules or ions with the total composition C4H22N8O7 at a distorted geometry, with the ωB97M-V functional and the def2-TZVPD basis.

Structure (XYZ):
```
41
Properties=species:S:1:pos:R:3:lowdin_charge:R:1
O -5.22057 1.74026 0.68564 0.013
O -0.64831 2.92113 -2.34613 -0.053
O 0.12161 4.11682 0.54054 -0.086
O 5.21080 1.18891 0.13581 0.029
O 1.26644 -1.00123 2.41777 0.009
O -1.03667 0.10941 -1.54007 -0.008
O 0.52054 1.38054 0.66941 -0.047
N 4.82699 -0.71401 -1.06438 0.135
N -3.23748 0.73197 1.16779 0.153
N -1.47454 -2.14131 -1.44571 0.169
N -0.84085 -1.53252 3.00729 0.168
N 0.16007 -2.65374 1.25747 0.160
N 3.87476 -0.41540 1.00832 0.156
N -3.86601 1.07899 -1.00889 0.162
N 0.52074 -1.37396 -2.28011 0.178
C -4.16689 1.23555 0.30683 -0.685
C 0.28137 -1.71096 2.24320 -0.657
C -0.68053 -1.05645 -1.69981 -0.627
C 4.69371 0.08620 0.04928 -0.682
H -0.76234 -0.75154 3.63482 0.115
H -0.76673 -2.99271 1.08618 0.079
H 3.47229 -1.31414 0.84164 0.073
H 0.25042 4.35596 1.46257 0.019
H -1.05454 -3.04077 -1.57273 0.096
H -0.47638 2.00653 -2.08990 -0.017
H 5.32356 -0.38478 -1.87010 0.096
H 3.78282 0.11817 1.85110 0.107
H -1.66574 -2.07746 2.85870 0.096
H -3.01316 0.63929 -1.30501 0.045
H -4.50055 1.50342 -1.65898 0.106
H 0.92048 0.71118 1.24549 0.019
H -1.14076 2.85502 -3.17001 0.030
H -0.01697 0.88259 0.03066 0.008
H 4.42240 -1.62590 -1.14971 0.076
H 0.75039 -2.31363 -2.53231 0.098
H 0.39421 3.17750 0.49056 -0.017
H 1.04493 -0.58453 -2.61975 0.121
H -3.32140 1.02517 2.12500 0.101
H 0.78762 -2.58943 0.47609 0.086
H -2.41051 -2.04102 -1.09622 0.115
H -2.32521 0.45090 0.85768 0.061
```

Values from the calculation:
- Energy relative to the best compared isomer or geometry (same formula, charge and spin): 0.779 eV
- 2S+1: 1
- Charge: 0
- SMILES: NC(N)=O.NC(N)=O.NC(N)=O.NC(N)=O.O.O.O
- Gap between HOMO and LUMO: 9.009 eV
- E_LUMO: -0.652 eV


[4]
Computed, not measured: a molecular structure, C4H22NO8 at a distorted geometry, with the ωB97M-V functional and the def2-TZVPD basis.

Structure (XYZ):
```
35
Properties=species:S:1:pos:R:3:lowdin_charge:R:1
O -0.86080 -2.47216 -0.03184 -0.232
O 1.99918 -0.27079 -3.05368 -0.080
O -2.32635 2.34288 -1.80872 -0.065
O 2.06840 0.88061 1.23541 -0.104
O 0.09143 -2.12485 2.19515 -0.229
O 1.63925 3.28696 -0.91653 -0.055
O 0.73989 0.03985 3.35130 -0.120
O -3.41005 -1.77312 0.44329 -0.113
N -0.31913 -0.46667 -1.32837 -0.024
C -0.16018 -1.92679 -1.10709 -0.333
C 0.13128 0.48194 -0.31142 -0.368
C 1.48824 0.03509 0.24664 -0.238
C -0.89944 0.70144 0.84884 -0.047
H -2.09507 2.45889 -0.86869 0.026
H -2.58565 -2.26777 0.19840 0.001
H 1.65706 -1.01161 0.48618 0.097
H -3.18048 -1.46511 1.32598 0.012
H -0.69411 -2.32760 -1.98127 0.109
H 0.24718 1.49808 -0.68897 0.085
H 1.58537 0.46980 -2.59650 0.000
H 2.15302 2.96885 -1.65649 0.036
H 1.19149 -0.73299 -3.31826 0.028
H -0.85127 -0.16759 1.48285 0.041
H 1.60615 0.73341 2.10873 0.033
H -0.66925 1.59876 1.42780 0.075
H 0.53700 -0.85228 2.88589 -0.009
H -1.86746 0.84932 0.36497 0.060
H -0.43471 -2.26798 1.11569 0.010
H -1.29390 -0.23944 -1.49371 0.096
H 1.94123 3.21531 -0.01018 0.037
H 0.90616 -2.25474 1.68977 0.003
H 0.91383 -2.12930 -1.12245 0.101
H 2.18558 0.18992 -0.58457 0.100
H -1.40378 2.43555 -2.09855 0.033
H -0.03013 0.56416 3.57039 0.034
```

Values from the calculation:
- Energy relative to the best compared isomer or geometry (same formula, charge and spin): 1.157 eV
- 2S+1: 1
- Charge: -1
- Gap between HOMO and LUMO: 8.229 eV
- E_LUMO: 2.883 eV


[5]
Computed, not measured: 7 unconnected molecules or ions with the total composition C4H23N2O7 at a distorted geometry, with the ωB97M-V functional and the def2-TZVPD basis.

Structure (XYZ):
```
36
Properties=species:S:1:pos:R:3:lowdin_charge:R:1
O 0.23806 -0.82155 -2.47922 0.061
O -0.59632 1.89094 -3.53925 -0.058
O 1.58662 -1.21197 2.73223 -0.184
O -2.98622 -3.09989 0.40169 0.060
O -1.06308 -1.23942 2.89578 0.038
O -2.17166 1.37341 -0.05068 -0.100
O -2.84592 -0.82870 1.16427 -0.155
N 0.36914 2.03600 -1.06773 0.186
N 0.48848 -1.75105 -0.48413 0.178
C 0.89576 -0.93842 -1.45500 -0.556
C 2.69283 2.27144 -0.09926 -0.036
C 1.88641 0.08597 -1.03159 -0.105
C 1.51685 1.30721 -0.24312 -0.295
H -1.30726 1.61898 -3.02557 -0.007
H -0.53294 1.30958 -4.37205 0.119
H -3.34233 -3.40507 -0.34285 0.014
H 2.39672 0.45140 -1.92175 0.139
H -0.25407 -0.83473 2.84985 -0.044
H -3.03392 1.90855 0.10428 0.129
H -1.60859 -0.93502 3.48563 -0.026
H 1.70528 -2.29673 2.84917 0.159
H -1.92259 -1.25751 1.15965 0.043
H 0.67106 -1.85934 0.55482 0.124
H 2.59445 -0.57239 -0.47551 0.148
H -3.33076 -1.58288 0.66664 0.054
H 1.84868 -0.94355 3.72561 0.132
H -0.58857 1.55762 -0.63687 0.163
H -2.25235 0.63228 0.58101 -0.011
H 0.47483 2.98930 -0.77410 0.139
H -0.05516 -2.55221 -0.74901 0.109
H 1.01923 1.11724 0.76700 0.163
H -2.71184 -3.65341 1.08456 0.063
H 3.63716 1.74720 0.31128 0.134
H 3.05079 2.44460 -1.10794 0.093
H 2.85286 3.02527 0.53350 0.035
H 0.67836 2.01687 -2.01134 0.091
```

Values from the calculation:
- Energy relative to the best compared isomer or geometry (same formula, charge and spin): 5.336 eV
- 2S+1: 1
- Charge: +1
- Gap between HOMO and LUMO: 10.348 eV
- E_LUMO: -2.694 eV


[6]
Computed, not measured: 7 unconnected molecules or ions with the total composition C4H23N3O6 at a distorted geometry, with the ωB97M-V functional and the def2-TZVPD basis.

Structure (XYZ):
```
36
Properties=species:S:1:pos:R:3:mulliken_spin:R:1
O -2.30721 -3.00829 -0.80437 0.000
O -0.48446 -1.48216 -2.48413 0.000
O -0.77230 -2.03530 1.28441 0.001
O 0.55247 -0.91827 3.12302 0.000
O -2.65410 2.49250 2.35012 0.002
O -3.07073 -0.62293 -1.12454 0.000
N -1.19719 2.38994 -0.09708 0.074
N 1.70917 2.14588 -1.09185 0.214
N 2.39782 -1.04138 -0.97094 0.275
C 2.32228 0.74301 0.80434 0.071
C 1.18410 1.52271 0.09785 0.050
C 0.00378 1.87885 0.57991 0.235
C 3.27902 -0.19966 -0.08649 0.009
H 2.01878 -0.09437 1.55032 0.001
H 2.25016 2.87950 -0.75234 0.002
H -2.97351 -1.41699 -0.69496 0.000
H -1.55470 1.55602 -0.64394 0.023
H -1.36227 -2.84486 -1.19730 0.000
H -1.00409 -1.94850 0.38805 0.000
H 1.40725 2.17049 -2.04265 -0.010
H 0.18699 -1.15161 -3.07246 0.000
H 0.41445 -1.62531 2.54649 0.000
H -1.32609 -2.84844 1.51242 0.000
H -2.87219 2.26724 1.46182 -0.001
H -2.91959 -3.18666 -1.54731 0.000
H -4.01104 -0.57038 -1.22161 0.000
H 0.65795 -0.01771 2.96880 -0.001
H 3.11451 1.60204 1.15524 0.056
H -0.46176 1.34144 1.43110 0.022
H 3.74460 -0.91373 0.65761 0.009
H 1.64519 -1.41672 -0.49025 -0.013
H 2.09119 -0.62786 -1.84229 -0.012
H -1.15458 3.08877 -0.73994 -0.009
H -1.27204 -1.01143 -2.50474 0.000
H 4.06507 0.28520 -0.77611 0.000
H -1.64688 2.61895 2.27380 0.002
```

Values from the calculation:
- Energy relative to the best compared isomer or geometry (same formula, charge and spin): 4.081 eV
- 2S+1: 2
- Charge: +1
- Gap between HOMO and LUMO (alpha / beta): 10.103 / 4.414 eV
- ⟨S²⟩: 0.762
- E_LUMO (alpha / beta): -3.617 / -8.351 eV